No. 1
Molecular formula: C3H2N2O2S
Method: DFT, ωB97M-V/def2-TZVPD

```
10
C3H2N2O2S ωB97M-V/def2-TZVPD
N 0.144 -1.049 -3.293
H 0.022 0.934 2.869
N -0.286 0.120 -0.185
O -0.830 -2.090 -0.182
C -0.446 -1.102 -0.721
O -0.417 0.162 1.182
C 0.281 1.104 1.843
C -0.165 -1.075 -2.171
H 0.389 0.830 -0.531
S 1.308 2.165 1.189
```

Summary:
Relative energy (zero: lowest compared OMol25 entry of this formula, charge and spin) (eV): 3.814
Structure (SMILES): N#CC(=O)NOC=S
LUMO energy (eV): -0.67

Results of the Mulliken charge analysis, in e, for atoms 1 through 6: N -0.33; H 0.34; N -0.16; O -0.47; C 0.50; O -0.12

No. 2
Molecular formula: C3H2N2O2S
Method: DFT, ωB97M-V/def2-TZVPD

```
10
C3H2N2O2S ωB97M-V/def2-TZVPD
H 0.539 -2.208 -0.047
C 0.617 -0.562 -1.225
H 0.550 2.451 -0.035
S -0.961 1.539 1.805
O 0.779 0.111 -2.307
C -0.091 1.483 0.374
C -0.143 0.144 -0.089
O 0.928 -1.949 -0.853
N -0.905 -0.767 0.612
N -1.313 -0.242 1.766
```

Summary:
Relative energy (zero: lowest compared OMol25 entry of this formula, charge and spin) (eV): 3.631
Structure (SMILES): O=C(O)c1csnn1
LUMO energy (eV): -0.74

Results of the Mulliken charge analysis, in e, for atoms 1 through 6: H 0.39; C 0.39; H 0.31; S 0.09; O -0.51; C 0.00

No. 3
Molecular formula: C3H2N2O2S
Method: DFT, ωB97M-V/def2-TZVPD

```
10
C3H2N2O2S ωB97M-V/def2-TZVPD
C -0.125 -0.840 1.056
O 1.248 -2.551 -0.005
N -0.530 0.409 0.640
H -0.117 2.247 -1.905
H -1.099 0.993 1.232
O -0.382 -1.397 2.085
S 0.886 -0.317 -1.437
C 0.748 -1.466 -0.064
N -0.491 2.032 -1.003
C -0.139 0.890 -0.600
```

Summary:
Relative energy (zero: lowest compared OMol25 entry of this formula, charge and spin) (eV): 0.725
Structure (SMILES): [H]/N=C1/NC(=O)C(=O)S1
LUMO energy (eV): -0.71

Results of the Mulliken charge analysis, in e, for atoms 1 through 6: C 0.32; O -0.46; N -0.12; H 0.28; H 0.24; O -0.51

Look up the LUMO energy of the second one.
-0.74 eV

What is the formula in the first record?
C3H2N2O2S

Look up the LUMO energy of the third one.
-0.71 eV